Here is a gas-phase ion, C10H20N3 (charge +1) in a non-equilibrium geometry from OMol25. Energies are from ωB97M-V/def2-TZVPD.

Summary:
- orbital gap (eV) = 9.16
- total charge = +1
- LUMO (Ha) = -0.11049
- spin multiplicity = 1
- molecular weight (Da) = 182.3
- SMILES = C/C=C1\NN(C(C)(C)C)C(=[NH2+])[C@H]1C

Geometry as XYZ:
```
33
Properties=species:S:1:pos:R:3:forces:R:3
C 1.833803 0.510431 -0.533576 -3.31 2.12 2.23
C 2.394865 0.741058 -1.668271 2.67 0.10 -3.60
C 1.259269 1.501478 0.544859 3.06 -0.29 1.15
C -0.134033 1.110918 0.585290 -0.41 -2.41 0.00
C 2.440516 -0.234290 -2.882499 -0.23 -0.17 0.58
C 1.829303 1.165922 2.017116 -2.14 -1.51 0.41
C -2.407253 -0.052184 -0.751349 -0.07 -0.51 1.28
C -2.169416 -0.962062 1.534217 -0.18 -3.61 -0.23
C -1.182384 -2.387942 -0.234397 -0.58 -2.05 0.45
C -1.572706 -0.986648 0.117782 1.25 2.02 1.68
N 0.902051 -0.546213 -0.506886 -2.52 -0.82 0.17
N -0.276913 -0.211291 0.305901 1.62 2.97 -0.71
N -1.006007 2.033671 0.926355 -0.68 0.55 1.01
H 2.904048 1.691551 -1.915688 -0.20 -0.57 0.63
H 1.335646 2.598189 0.414383 0.33 -0.76 -0.49
H 3.452119 -0.310722 -3.305647 -0.19 0.21 0.32
H 1.845541 0.298551 -3.634182 -0.02 -0.41 -0.12
H 2.076413 -1.308125 -2.769568 0.22 1.68 0.23
H 1.025979 1.390981 2.818992 1.39 0.12 -1.19
H 2.757540 1.655349 2.226253 0.37 0.40 0.06
H 1.969631 0.044593 2.156871 -0.02 1.33 -0.52
H 1.194362 -1.410387 -0.185417 1.10 -1.91 0.77
H -1.852094 0.598243 -1.392057 0.36 -0.10 -0.85
H -2.820825 0.578232 0.040424 -0.85 0.09 -0.85
H -3.247552 -1.198163 1.474280 0.44 0.33 0.16
H -1.692429 -1.833464 2.045985 -0.52 0.58 -0.04
H -1.955399 -0.156177 2.170086 0.06 1.56 0.41
H -1.954257 -3.215072 0.109007 1.33 1.93 -1.11
H -0.247257 -2.678395 0.269839 -0.49 0.17 0.43
H -0.870055 -2.442679 -1.256489 -0.50 -0.40 -0.91
H -0.689694 2.811757 1.527107 -0.13 -0.58 -0.86
H -1.985193 1.833766 0.980898 -0.25 -0.04 0.14
H -3.157625 -0.630875 -1.229619 -0.92 -0.03 -0.64
```
Forces are in eV/Å.

How positive or negative is each atom? The Mulliken charges in e answer that: C 0.121; C -0.735; C 0.364; C -0.061; C -1.129; C -1.087; C -1.622; C -1.601; C -1.780; C 1.418; N -0.427; N 0.446; N -0.230; H 0.373; H 0.520; H 0.394; H 0.296; H 0.259; H 0.299; H 0.406; H 0.278; H 0.244; H 0.301; H 0.495; H 0.393; H 0.455; H 0.446; H 0.338; H 0.420; H 0.461; H 0.309; H 0.207; H 0.431